Entry 1:
21
Properties=species:S:1:pos:R:3 method="wB97M-V/def2-TZVPD" largest_force_ev_per_a=1.716 de_lowest_kj_mol=50.4 charge=+2 homo_lumo_gap_ha=0.427
C -1.41 -0.55 0.96
C 0.03 -0.24 0.58
C 0.36 -0.61 -0.86
C -0.03 -1.70 -1.50
N 1.41 0.21 -1.56
N -1.55 -0.67 2.49
H -2.01 0.29 0.66
H -1.74 -1.50 0.59
H 0.25 0.81 0.69
H 0.79 -0.71 1.23
H 0.38 -1.91 -2.49
H -0.79 -2.32 -1.07
H 1.60 1.18 -1.22
H 1.15 0.28 -2.54
H 2.29 -0.29 -1.44
H -1.62 -1.67 2.72
H -0.80 -0.26 3.04
H -2.43 -0.26 2.81
H 0.50 3.40 -0.90
H 1.57 3.13 0.21
O 1.01 2.71 -0.45

Entry 2:
21
Properties=species:S:1:pos:R:3 method="wB97M-V/def2-TZVPD" largest_force_ev_per_a=3.089 s_squared=0.755 de_lowest_kj_mol=324.8 spin_multiplicity=2 charge=+3 homo_lumo_gap_ha="0.433 / 0.265"
C -1.33 0.96 1.45
O -2.38 0.58 2.31
C -0.56 -0.16 0.68
C 0.67 0.35 -0.01
C 1.67 -0.86 -0.30
N 2.55 -0.46 -1.45
N -1.85 -0.22 -0.83
H -1.99 1.46 0.72
H -0.72 1.77 1.91
H -2.10 0.38 3.26
H -0.81 -1.16 1.08
H 1.34 1.07 0.46
H 0.32 0.65 -1.00
H 1.15 -1.80 -0.49
H 2.39 -1.06 0.50
H 3.15 0.35 -1.25
H 2.13 -0.23 -2.36
H 3.22 -1.22 -1.65
H -1.99 0.70 -1.28
H -2.22 -0.84 -1.57
H -2.65 -0.27 -0.19

Entry 3:
22
Properties=species:S:1:pos:R:3 method="wB97M-V/def2-TZVPD" largest_force_ev_per_a=1.448 de_lowest_kj_mol=102.5 smiles=NCC[C@@H](N)CO.O homo_lumo_gap_ha=0.365
N -0.27 2.64 -0.94
C 0.17 1.22 -1.08
C -0.80 0.30 -0.36
C -0.32 -1.15 -0.19
N 1.00 -1.26 0.45
C -1.26 -1.93 0.73
O -2.64 -1.71 0.51
H 0.00 3.10 -1.80
H -1.29 2.69 -0.91
H 0.28 0.90 -2.11
H 1.13 1.23 -0.60
H -1.05 0.77 0.60
H -1.74 0.27 -0.93
H -0.25 -1.67 -1.14
H 1.70 -0.99 -0.23
H 1.03 -0.74 1.31
H -1.03 -2.99 0.60
H -1.08 -1.68 1.78
H -2.92 -1.40 -0.35
O 2.79 1.04 1.52
H 3.11 0.36 0.92
H 3.44 1.00 2.24